1.
Entry from OMol25: a 2-piece molecular cluster, C2H5FN2O overall at a distorted geometry (ωB97M-V/def2-TZVPD).

XYZ file:
```
11
Properties=species:S:1:pos:R:3:forces:R:3
C -0.30144 1.46400 -0.07665 -1.218 -3.989 0.677
C -0.24686 -1.67060 0.72264 -3.467 -1.199 -0.423
N 0.75634 1.97976 -0.55656 1.327 1.558 -0.986
N 0.46759 -0.96958 -0.23687 1.844 3.455 -0.706
O -1.34583 1.50330 0.44140 -0.419 1.168 0.530
F -0.07615 -1.03252 -1.54938 -0.604 -0.902 0.353
H -0.08110 -1.22049 1.71230 -0.137 0.207 -0.428
H -1.43641 -1.71283 0.45648 2.704 -0.071 0.878
H 0.20474 -2.67413 0.78631 -0.598 -0.210 -0.013
H 1.18161 1.30647 -1.23474 0.261 1.409 0.888
H 0.87752 3.02661 -0.46492 0.306 -1.426 -0.769
```
Forces are in eV/Å.

Properties
- HOMO (alpha / beta) (eV) = -6.823 / -8.537
- LUMO energy (alpha / beta) (eV) = 0.09 / 0.24
- maximum force (eV/A) = 4.23
- frontier orbital gap (alpha / beta) (eV) = 6.9 / 8.8

2.
Entry from OMol25: one molecule with the formula C4H5ClN2O at a distorted geometry (ωB97M-V/def2-TZVPD).

XYZ file:
```
13
Properties=species:S:1:pos:R:3:forces:R:3
C 0.63974 -1.69454 -0.24279 0.110 1.441 0.993
N -0.02634 -0.37793 -0.23462 0.048 -1.079 0.676
N 0.62100 0.72344 -0.50950 2.404 -1.016 -1.106
C -0.22022 1.71783 -0.46217 -0.182 -0.748 0.310
C -1.43927 1.33767 -0.07831 -2.552 -4.699 1.603
O -2.58742 2.05519 0.07389 0.775 1.469 -0.212
C -1.28574 -0.14954 0.15679 -1.721 3.321 -0.915
Cl -2.46266 -1.40926 0.50201 0.866 1.060 -0.214
H 0.71302 -2.08051 -1.23975 -0.128 -0.204 -0.524
H 1.65809 -1.50789 0.15176 -0.673 -0.449 -0.050
H -0.00580 -2.30108 0.39532 0.624 -0.338 -0.124
H 0.01253 2.65411 -0.76614 1.169 2.733 -0.720
H -2.31267 3.00879 -0.05292 -0.740 -1.491 0.282
```
Forces are in eV/Å.

Properties
- HOMO (eV) = -8.285
- structure (SMILES) = Cn1ncc(O)c1Cl
- LUMO energy (eV) = 0.71
- maximum force (eV/A) = 5.58
- frontier orbital gap (eV) = 9.0

3.
Entry from OMol25: a 3-piece molecular cluster, C18H35BBr2N4O5PS overall at a distorted geometry (ωB97M-V/def2-TZVPD).

XYZ file:
```
67
Properties=species:S:1:pos:R:3:forces:R:3
C 2.26030 -5.08814 1.36002 -0.392 0.252 0.139
C 1.98112 -4.21692 0.12837 0.111 -0.386 -0.027
S 0.23004 -3.72364 0.06287 -0.206 0.110 -0.010
C 0.24704 -1.97790 -0.41972 0.134 -0.439 -0.070
N -0.26066 -1.09987 0.63041 0.224 -0.022 -0.126
C -1.50150 -0.93738 1.13702 -0.154 -0.305 -0.317
N -2.64047 -1.55504 0.76914 -0.181 0.033 -0.071
C -3.84668 -1.19280 1.55776 0.402 -0.746 1.109
C -3.81579 -1.84129 2.93881 -0.506 0.825 -0.109
C -5.10319 -2.25408 3.51836 0.723 -0.446 -0.685
O -4.15006 -3.20563 2.99264 0.210 -0.130 0.086
P -2.77568 -2.71986 -0.54608 0.192 0.124 -0.223
O -3.55749 -3.90436 0.20485 0.018 0.154 0.046
Br -4.48133 -1.84391 -1.65029 -0.022 -0.012 -0.071
N -1.48219 -0.03196 2.12075 -0.397 0.256 0.275
C -0.24537 0.38250 2.18176 -0.389 0.074 0.003
Br 0.29470 1.65918 3.38295 0.222 0.224 0.248
N 0.55374 -0.23128 1.31848 0.380 0.324 -0.244
B 2.04597 0.06587 1.18394 0.431 -0.419 -0.598
O 2.30719 1.34213 0.84753 -0.622 0.318 0.960
C 3.12168 -1.04035 1.35275 -0.117 0.204 0.405
C 4.35350 -0.59200 2.18755 -0.332 -0.228 -0.124
H 2.43732 -6.12160 1.08876 0.174 -0.094 -0.032
H 3.09253 -4.70318 1.94079 0.233 -0.068 -0.051
H 1.40000 -5.07733 2.02534 -0.062 -0.056 0.103
H 2.16462 -4.78554 -0.77627 0.060 0.017 -0.146
H 2.62286 -3.34745 0.09869 -0.033 0.206 -0.002
H -0.38498 -1.84681 -1.28815 -0.058 0.054 -0.132
H 1.25734 -1.69739 -0.69912 0.079 0.248 0.143
H -3.90336 -0.11809 1.69632 -0.103 0.129 -0.324
H -4.70658 -1.60323 1.04516 -0.109 0.217 -0.250
H -3.05421 -1.47844 3.62012 0.186 -0.238 -0.025
H -5.95852 -2.16291 2.86502 -0.376 0.067 0.341
H -5.20658 -2.31893 4.58841 -0.277 0.158 0.099
H -3.11237 -4.12014 1.03938 -0.296 -0.237 0.158
H 2.91354 1.79125 1.44958 0.473 0.060 -0.525
H 3.46608 -1.28042 0.34356 -0.037 -0.087 -0.140
H 2.67948 -1.93868 1.77627 0.022 -0.174 -0.021
H 4.24788 0.40812 2.60010 0.070 0.148 0.011
H 4.47456 -1.26503 3.02848 0.131 -0.043 0.113
H 5.25178 -0.62952 1.58496 0.182 0.092 0.024
C 2.48773 3.70106 -3.43289 -0.108 -0.049 -0.044
C 2.44157 3.03966 -2.05709 0.070 0.114 0.033
C 2.11064 1.60458 -2.42866 -0.153 -0.098 -0.070
O 2.69286 1.36035 -3.70168 0.027 0.005 0.019
C 3.11804 2.60204 -4.28076 0.062 0.067 0.036
H 3.05446 4.62968 -3.45332 0.031 -0.009 0.005
H 1.47404 3.91217 -3.77876 -0.008 0.011 0.019
H 3.42300 3.10285 -1.58010 -0.005 -0.063 0.011
H 1.70394 3.47417 -1.38359 -0.023 0.032 -0.038
H 1.02307 1.46605 -2.50819 -0.020 0.015 0.080
H 2.50081 0.87643 -1.71308 0.056 -0.029 -0.035
H 4.21105 2.64858 -4.24822 -0.006 0.016 -0.003
H 2.80218 2.63180 -5.32266 -0.016 -0.046 -0.004
C -2.46490 3.35114 -0.22328 -0.023 -0.015 -0.037
C -2.25244 2.12868 -1.11563 0.041 -0.005 0.065
C -1.99230 2.77877 -2.46993 -0.022 0.045 -0.019
O -1.35864 4.03042 -2.19886 0.032 -0.106 0.059
C -1.45615 4.33304 -0.80698 0.077 -0.043 0.008
H -2.29985 3.15875 0.83676 0.011 -0.008 0.011
H -3.48003 3.73210 -0.34549 -0.005 0.000 -0.004
H -1.36576 1.57362 -0.78682 0.043 0.004 -0.012
H -3.09834 1.44203 -1.13376 -0.034 -0.005 -0.013
H -2.92774 2.96646 -3.00541 -0.017 -0.053 0.009
H -1.34211 2.18227 -3.11168 0.017 0.029 -0.027
H -0.46827 4.20069 -0.34779 -0.019 0.018 0.042
H -1.75313 5.37466 -0.68939 0.005 0.010 -0.029
```
Forces are in eV/Å.

Properties
- total charge = +1
- HOMO (eV) = -11.540
- LUMO energy (eV) = -3.30
- maximum force (eV/A) = 1.40
- frontier orbital gap (eV) = 8.2